Record 1
# C3H6NO4S

A cluster of 2 separate species, C3H6NO4S in total (ωB97M-V/def2-TZVPD, OMol25).

Summary:
Total charge   -1
2S+1   1
E_HOMO   -3.85 eV

Geometry as XYZ:
```
15
Properties=species:S:1:pos:R:3:forces:R:3:mulliken_charge:R:1
C -0.827 -1.377 0.205 1.5 1.9 -0.9 -1.281
C -0.226 0.880 1.294 -0.5 1.2 -0.5 -1.220
C -0.618 0.192 0.037 -1.3 -1.0 -1.4 0.941
N 1.927 0.283 -0.542 3.8 -1.1 -0.8 0.180
O 2.123 -1.015 -0.432 0.2 3.9 -0.6 -0.492
O -0.530 -0.087 -2.702 0.6 0.7 1.0 -0.569
O 2.842 1.058 -1.063 -2.0 -3.0 1.4 -0.605
O -1.605 1.066 -0.593 0.2 -0.9 -0.8 -0.554
S -0.180 0.852 -1.611 -2.3 -1.1 1.1 0.515
H -1.805 -1.714 0.526 -0.2 0.1 -0.3 0.332
H -0.074 -1.593 0.937 0.1 -0.3 0.9 0.377
H -0.329 -1.877 -0.639 -1.1 0.0 -0.2 0.340
H -0.102 1.934 0.983 0.7 -0.4 0.5 0.309
H -1.236 0.946 1.776 1.0 -0.4 0.6 0.331
H 0.643 0.452 1.824 -0.8 0.3 -0.1 0.395
```
Forces are in eV/Å.



Record 2
# C3H6NO4SY

A structure of composition C3H6NO4SY (ωB97M-V/def2-TZVPD, OMol25).

Summary:
Total charge   +1
2S+1   2
E_HOMO (spin up / spin down)   -13.76 / -13.82 eV

Geometry as XYZ:
```
16
Properties=species:S:1:pos:R:3:forces:R:3:mulliken_charge:R:1
O 1.532 -0.850 0.899 -0.6 0.1 -1.5 -0.701
C 1.464 -0.036 2.008 0.4 0.7 1.6 -0.315
C 0.072 0.545 2.249 -0.1 -0.5 0.6 -0.360
O -0.334 1.349 1.141 -0.1 -0.1 -0.9 -0.212
C -0.984 0.747 0.138 0.1 0.2 0.2 -0.828
Y 0.805 -0.784 -1.005 -0.1 -0.3 -0.6 1.767
H 2.176 0.812 1.942 -0.2 -0.4 -0.1 0.315
H 1.722 -0.587 2.935 -0.1 0.2 -0.4 0.326
H 0.076 1.205 3.126 0.0 -0.2 -0.3 0.317
H -0.664 -0.261 2.398 0.1 0.2 0.0 0.326
H -1.287 1.437 -0.654 0.0 -0.1 0.2 0.429
H -1.650 -0.087 0.404 0.1 0.1 0.0 0.469
N 0.633 -0.702 -3.308 0.2 -0.5 0.9 -0.584
S -0.679 -0.948 -3.933 -2.5 2.1 -0.8 0.952
O -1.088 -0.328 -5.193 1.0 -1.5 1.7 -0.404
O -1.794 -1.514 -3.147 1.6 0.1 -0.5 -0.495
```
Forces are in eV/Å.



Looking at energy above the lowest of the compared OMol25 structures with the same formula, charge and spin for the records above, in order, we have 463.6, 2.3 kJ/mol.